Entry 1:
6
Properties=species:S:1:pos:R:3 method="wB97M-V/def2-TZVPD" mol_weight_da=114.5 total_charge=-1 lumo_ev="3.86 / 3.86" total_energy_ev=-28958.3090 homo_ev="-3.02 / -3.02" orbital_gap_ev="6.8790 / 6.8775" e_above_lowest_kj_mol=204.7
N 0.354 -0.347 -0.266
O -2.961 -0.204 -1.276
O -2.629 -0.008 1.115
S -2.305 -0.779 -0.094
Cl 0.707 -2.034 -0.205
H 0.759 -0.194 0.694

***

Entry 2:
16
Properties=species:S:1:pos:R:3 method="wB97M-V/def2-TZVPD" mol_weight_da=116.1 total_charge=0 lumo_ev=0.79 total_energy_ev=-11452.8009 homo_ev=-9.59 orbital_gap_ev=10.3725 e_above_lowest_kj_mol=455.2
C 0.553 1.724 2.107
C -0.078 1.629 0.982
O -1.120 2.392 0.593
C 0.411 0.866 -0.173
O 1.269 1.226 -0.962
O -0.153 -0.378 -0.160
C 0.330 -1.263 -1.273
C -0.518 -2.587 -1.087
H 1.511 1.246 2.446
H 0.176 2.511 2.747
H -1.397 2.749 1.468
H 0.128 -0.597 -2.048
H 1.145 -1.459 -1.503
H -1.708 -2.217 -1.188
H -0.262 -2.870 -0.032
H -0.287 -2.974 -1.917

***

Entry 3:
14
Properties=species:S:1:pos:R:3 method="wB97M-V/def2-TZVPD" mol_weight_da=80.1 total_charge=0 lumo_ev=1.13 total_energy_ev=-6347.2514 homo_ev=-9.02 orbital_gap_ev=10.1486 e_above_lowest_kj_mol=340.8
C 2.074 1.681 -0.031
C 1.327 0.763 0.188
C -1.507 1.397 -0.416
C -1.230 0.388 0.372
C 0.506 -1.546 -0.327
C 0.522 -0.412 0.579
H 2.898 2.436 -0.150
H -2.547 1.591 -0.532
H -0.889 2.063 -0.935
H -1.912 -0.314 0.861
H -0.104 -2.327 0.081
H 0.268 -1.295 -1.348
H 1.473 -1.894 -0.402
H 0.505 -0.450 1.668